1.
ORCA calculation (ωB97M-V/def2-TZVPD) on the molecule C18H20N2O3S.

Structure (XYZ):
```
44
C18H20N2O3S (ωB97M-V/def2-TZVPD)
C 2.1070 4.7576 -0.1590
H 3.0648 5.2150 0.0742
H 1.7789 4.1172 0.6623
H 1.3471 5.5211 -0.3349
O 2.3096 3.9839 -1.3348
C 1.2198 3.4442 -1.8882
O 0.1091 3.5844 -1.4485
C 1.5818 2.5952 -3.0903
C 1.3975 1.1585 -2.6757
C 0.3817 0.3760 -3.2081
C 0.1744 -0.9131 -2.7578
C 0.9698 -1.4416 -1.7430
C 2.0218 -0.6750 -1.2402
C 2.2244 0.6104 -1.7019
H 3.0377 1.1988 -1.3021
H 2.6914 -1.0982 -0.5074
N 0.7075 -2.7247 -1.2570
C 0.5809 -3.0995 0.0524
N 0.8633 -2.1804 0.9975
H 0.8708 -1.2160 0.6849
C 0.3763 -2.3259 2.3522
C -1.0956 -2.0030 2.4645
C -1.9572 -2.8866 3.0904
C -3.3119 -2.6185 3.1920
C -3.8141 -1.4515 2.6515
C -2.9727 -0.5559 2.0125
C -1.6132 -0.8202 1.9125
O -0.7179 0.0163 1.2915
C -1.2086 1.1660 0.6413
H -0.3505 1.6369 0.1648
H -1.6559 1.8687 1.3496
H -1.9394 0.9090 -0.1304
H -3.3879 0.3474 1.5950
H -4.8685 -1.2281 2.7184
H -3.9675 -3.3207 3.6831
H -1.5578 -3.8036 3.4963
H 0.9611 -1.6481 2.9813
H 0.5518 -3.3556 2.6691
S 0.1227 -4.6510 0.3835
H 0.3211 -3.3957 -1.9074
H -0.6215 -1.5124 -3.1752
H -0.2611 0.7809 -3.9754
H 0.9131 2.8407 -3.9146
H 2.6159 2.7973 -3.3691
```

Output
HOMO level ... -8.0 eV
SMILES ... COC(=O)Cc1ccc(NC(=S)NCc2ccccc2OC)cc1
Relative energy (zero: lowest compared OMol25 entry of this formula, charge and spin) ... 23.22 kcal per mole
Frontier orbital gap ... 8.622 eV

***

2.
ORCA calculation (ωB97M-V/def2-TZVPD) on the molecule C18H20N2O5 in a non-equilibrium geometry.

Structure (XYZ):
```
45
C18H20N2O5 (ωB97M-V/def2-TZVPD)
C -2.3335 -1.0796 1.4231
C -0.9483 -1.4626 0.9391
C -2.4016 0.3474 1.9092
C -2.1537 1.3824 0.9014
C -0.9025 1.8090 0.5710
C -3.2542 1.9496 0.1787
C -0.6928 2.9280 -0.2676
C -3.0293 2.9494 -0.8361
C -1.7476 3.5331 -0.9372
C 0.0312 -1.7821 -1.3063
C -0.6030 -3.0985 -1.6803
C 1.5002 -1.9764 -0.8794
C 2.3398 -0.8447 -0.3461
C 2.9017 0.1035 -1.1887
C 2.6254 -0.7665 0.9781
C 3.6861 1.1616 -0.7661
C 3.4476 0.2166 1.4502
C 4.0912 1.1156 0.5698
H -2.6173 -2.8305 2.2927
H -1.8660 -1.7650 3.1627
H -2.9960 -1.0685 0.5219
H -1.7214 0.4471 2.7050
H -3.4116 0.4826 2.2530
H -0.0588 1.2018 0.8194
H -4.2813 1.6179 0.4762
H 0.2968 3.2024 -0.5862
H -3.9263 3.3294 -1.2914
H -0.5724 4.9104 -1.5663
H -1.3937 -0.3773 -0.6311
H 0.0095 -1.2389 -2.2983
H 2.0322 -2.3582 -1.7866
H 1.5414 -2.7709 -0.1304
H 2.6922 -0.0941 -2.2972
H 2.1779 -1.3427 1.7959
H 3.9711 2.0075 -1.4517
H 3.6604 0.2969 2.5140
H 5.2434 2.6477 0.3847
H -2.1964 -2.2011 -1.7436
N -2.5891 -1.8596 2.5309
N -0.7206 -1.0536 -0.2890
O -0.2276 -2.1731 1.6003
O -1.4788 4.5778 -1.8228
O -0.0172 -4.1427 -1.7460
O 5.0240 1.9891 1.0784
O -1.8949 -3.0784 -1.9990
```

Output
HOMO level ... -8.6 eV
SMILES ... N[C@@H](Cc1ccc(O)cc1)C(=O)N[C@@H](Cc1ccc(O)cc1)C(=O)O
Relative energy (zero: lowest compared OMol25 entry of this formula, charge and spin) ... 51.41 kcal per mole
Frontier orbital gap ... 8.832 eV

***

3.
ORCA calculation (ωB97M-V/def2-TZVPD) on a 3-piece molecular cluster, C18H20N2O8P2S overall in a non-equilibrium geometry.

Structure (XYZ):
```
51
C18H20N2O8P2S (ωB97M-V/def2-TZVPD)
C 0.0862 -0.4273 -1.8198
P 1.6624 -1.2182 -1.0903
N 2.5987 -0.4694 -2.4288
P 0.4856 -2.1293 0.5550
S 1.4458 -3.5248 1.5387
C 2.6295 -0.1025 0.0920
C 2.0027 0.9583 0.8530
C 2.6989 1.8784 1.7489
C 4.1521 1.6128 1.8089
C 4.6305 0.4942 1.0234
N 3.9648 -0.3430 0.2030
H -0.4400 0.0378 -0.9458
H 0.4377 0.4085 -2.4551
H -0.5212 -1.1952 -2.3536
H 2.1562 -2.5028 -1.5161
H 3.5917 -0.7131 -2.3355
H 2.2192 -0.8020 -3.3202
H -0.1148 -1.1624 1.4351
H -0.6356 -2.7866 -0.0742
H 0.8978 1.0850 0.7432
H 2.2062 2.7043 2.2977
H 4.8321 2.2454 2.4282
H 5.7334 0.3040 1.0994
C -0.2472 4.7019 -0.8490
C -0.1897 5.9405 -1.3488
C 0.3943 6.2124 -2.6978
O 0.4088 7.3533 -3.1208
C 0.9319 5.0832 -3.4531
C 0.8789 3.8438 -2.9530
C 0.2676 3.5684 -1.6139
O 0.2178 2.4233 -1.1981
O 1.3739 2.7936 -3.6323
O -0.6550 6.9989 -0.6631
H -0.6700 4.4928 0.1242
H 1.3683 5.2958 -4.4192
H 1.2221 2.0137 -3.0652
H -0.4990 7.7725 -1.2391
C -4.6779 -4.2446 3.3448
C -3.3963 -4.0034 3.6402
C -2.3089 -4.2203 2.6371
O -1.1586 -3.9705 2.9404
C -2.6828 -4.7345 1.3193
C -3.9635 -4.9785 1.0258
C -5.0530 -4.7356 2.0200
O -6.2083 -4.9547 1.7031
O -4.3334 -5.4542 -0.1788
O -3.0239 -3.5537 4.8515
H -5.4736 -4.0897 4.0605
H -1.8852 -4.9043 0.6084
H -5.3051 -5.5424 -0.1373
H -2.0519 -3.4598 4.8073
```

Output
HOMO level ... -7.6 eV
SMILES ... C[PH](N)([PH2]=S)c1ccccn1.O=C1C=C(O)C(=O)C=C1O.O=C1C=C(O)C(=O)C=C1O
Frontier orbital gap ... 5.836 eV

***

4.
ORCA calculation (ωB97M-V/def2-TZVPD) on a 2-piece molecular cluster, C18H20N3O2 overall in a non-equilibrium geometry.

Structure (XYZ):
```
43
C18H20N3O2 (ωB97M-V/def2-TZVPD)
N 2.6796 0.3030 0.8936
N 3.5763 -0.6617 0.3631
C 4.8690 -0.5314 0.8340
O 5.2956 0.5251 1.2734
H 3.2321 1.1496 1.0742
H 1.9838 0.4957 0.1759
H 3.2132 -1.6072 0.3379
H 5.4341 -1.4750 0.7185
C 0.0789 -3.7485 -4.7387
O -0.0018 -4.1986 -3.3696
C 0.0579 -3.2655 -2.3821
C 0.1420 -1.8710 -2.6215
C 0.1161 -0.9981 -1.5483
C 0.0785 -1.4617 -0.2134
C 0.0503 -0.5233 0.8806
C -0.7694 0.6059 0.8543
C -0.8801 1.5857 1.9295
C -0.3197 1.6659 3.1948
C -0.6645 2.7593 4.0092
C -1.5528 3.7519 3.5568
C -2.1373 3.6700 2.2821
C -1.7777 2.5834 1.4992
N -2.2273 2.2300 0.2168
C -3.1975 2.9741 -0.5630
C -1.6434 1.0651 -0.1719
C 0.0494 -2.8655 0.0082
C 0.0026 -3.7478 -1.0481
H -0.0047 -4.6673 -5.3193
H -0.7463 -3.0656 -4.9878
H 1.0420 -3.2584 -4.9418
H 0.1932 -1.4869 -3.6423
H 0.1131 0.0731 -1.7470
H 0.5158 -0.7818 1.8312
H 0.3622 0.8801 3.5182
H -0.2378 2.8394 5.0096
H -1.7935 4.5950 4.2029
H -2.8403 4.4071 1.9008
H -3.4837 3.8630 0.0021
H -2.7695 3.2751 -1.5278
H -4.0913 2.3675 -0.7616
H -1.8748 0.6029 -1.1277
H 0.0124 -3.2302 1.0372
H -0.0847 -4.8223 -0.8922
```

Output
HOMO level ... -11.6 eV
Net charge ... +1
Frontier orbital gap ... 6.617 eV